ORCA calculation (wB97M-V/def2-TZVPD) on C4H3FO5Ru as an isolated structure at a distorted geometry.

Its expectation value of S² is 8.780. The HOMO energy (alpha / beta) is -0.904 / -0.891 hartree. The gap between HOMO and LUMO (alpha / beta) is 9.114 / 5.899 eV.

Geometry as ORCA input:
```
! RIJCOSX wB97M-V def2-TZVPD def2/J DEFGRID3
* xyz 3 6
O 4.0924 -0.5985 0.1811
C 5.2225 -0.8967 0.2273
O 6.3406 -1.1266 0.2732
O 0.4774 0.1505 -0.2211
C -3.1776 -0.5539 0.4388
C -0.6451 0.4974 0.1916
O -4.0478 -1.3365 0.5056
O -3.0133 0.4871 -0.3173
C -1.6972 0.8305 -0.8491
Ru 2.1772 -0.2822 0.3456
F -0.6773 1.3849 1.1852
H -1.8312 -0.6426 0.8384
H -1.5343 0.1851 -1.7253
H -1.6863 1.9014 -1.0737
*
```

Charges per atom according to Löwdin partitioning, unit e: O 0.00; C -0.24; O 0.43; O -0.09; C -0.11; C -0.34; O 0.53; O 0.14; C 0.08; Ru 1.65; F 0.24; H 0.30; H 0.19; H 0.21

ORCA calculation (wB97M-V/def2-TZVPD) on one molecule with the formula C4H3FOS2 at a distorted geometry.

The HOMO energy is -0.306 hartree. The gap between HOMO and LUMO is 7.529 eV. As for the SMILES: F/C=C1/SCOC1=S.

Geometry as ORCA input:
```
! RIJCOSX wB97M-V def2-TZVPD def2/J DEFGRID3
* xyz 0 1
F -2.2328 1.2297 -0.1130
C -0.9410 1.6871 0.2181
C 0.0348 0.7580 -0.0667
S 1.8363 0.9472 -0.0526
C 2.1890 -0.8355 -0.0660
O 0.9159 -1.4144 0.1727
C -0.1643 -0.6448 -0.0322
S -1.7392 -1.3076 -0.0169
H -0.9507 2.7323 0.4516
H 2.7898 -1.2392 0.8707
H 2.6648 -1.2687 -0.8936
*
```

Charges per atom according to Löwdin partitioning, unit e: F -0.12; C -0.05; C -0.50; S 0.96; C -0.42; O -0.15; C -0.79; S 0.74; H 0.12; H 0.14; H 0.07

ORCA calculation (wB97M-V/def2-TZVPD) on one molecule with the formula C4H3FS at a distorted geometry.

The HOMO energy (alpha / beta) is -0.300 / -0.303 hartree. The gap between HOMO and LUMO (alpha / beta) is 5.738 / 6.302 eV.

Geometry as ORCA input:
```
! RIJCOSX wB97M-V def2-TZVPD def2/J DEFGRID3
* xyz 0 1
C 0.0786 -0.0217 -0.0173
C -1.0859 0.7996 0.0211
C 1.3337 0.2502 -0.1560
C -1.1245 2.1525 -0.1959
F -2.3734 2.6652 -0.1222
S 0.0991 3.2564 -0.5193
H -0.1624 -1.0842 0.1071
H -2.0244 0.3154 0.2372
H 2.3766 0.2581 -0.2923
*
```

Charges per atom according to Löwdin partitioning, unit e: C -0.21; C -0.16; C 0.28; C -0.85; F -0.03; S 0.67; H 0.14; H 0.10; H 0.05

Q: What is the formula in the first record?
A: C4H3FO5Ru